{
  "formula": "C19H13ClCoF3N4O2SSbSe4",
  "method": "ωB97M-V with the def2-TZVPD basis set",
  "homo_lumo_gap_ev": [5.759, 5.767],
  "s_squared": 0.7645,
  "e_lumo_ha": [0.14302, 0.14365],
  "e_homo_ev": [-1.87, -1.86],
  "charge": -2,
  "multiplicity": 2,
  "total_energy_ev": -367035.6451,
  "elements": ["Co", "O", "C", "C", "C", "C", "C", "C", "C", "O", "N", "N", "C", "C", "C", "C", "C", "C", "N", "H", "H", "H", "H", "H", "H", "H", "H", "H", "H", "F", "C", "F", "F", "C", "C", "C", "C", "N", "C", "S", "H", "H", "H", "Se", "Sb", "Se", "Se", "Se", "Cl"],
  "xyz": [[0.0059, 0.3887, -0.0317], [-0.0166, -2.9152, -4.1532], [-0.0729, -3.7535, -3.1075], [-0.0994, -5.1251, -3.3788], [-0.1484, -6.0421, -2.3479], [-0.1754, -5.6157, -1.0215], [-0.1494, -4.2599, -0.7494], [-0.0951, -3.3158, -1.7706], [-0.0323, -1.8778, -1.4021], [0.0244, -1.5552, -0.1850], [-0.0302, -0.9939, -2.4099], [0.0067, 0.2623, -1.8752], [0.0171, 1.3291, -2.5554], [0.0268, 2.5515, -1.7355], [0.0303, 3.8234, -2.2436], [-0.0359, 4.9010, -1.3669], [-0.1274, 4.6629, -0.0173], [-0.1155, 3.3477, 0.4266], [-0.0092, 2.3195, -0.4030], [-0.0267, -1.9858, -3.7853], [-0.0773, -5.4383, -4.4151], [-0.1669, -7.1014, -2.5791], [-0.2150, -6.3345, -0.2131], [-0.1671, -3.8911, 0.2678], [-0.0222, 1.3280, -3.6391], [0.0405, 3.9631, -3.3161], [-0.0676, 5.9134, -1.7465], [-0.2652, 5.4623, 0.6943], [-0.2242, 3.1121, 1.4758], [4.2242, 1.3646, 4.2242], [3.8362, 0.2684, 3.5234], [4.1422, -0.7785, 4.3352], [4.6434, 0.1828, 2.4837], [2.3650, 0.3068, 3.2349], [1.5548, 0.2863, 4.3576], [0.1770, 0.3249, 4.2415], [-0.3524, 0.3901, 2.9681], [0.4097, 0.4297, 1.8823], [1.7790, 0.3805, 1.9474], [2.5386, 0.4319, 0.4097], [2.0153, 0.2424, 5.3379], [-0.4697, 0.3106, 5.1069], [-1.4209, 0.4311, 2.7913], [-6.3459, 1.9791, 0.0926], [-4.0694, 2.8642, 0.0407], [-3.6109, 4.1935, -1.9764], [-3.3432, 3.9786, 2.1040], [-2.3962, 0.5723, 0.1555], [-3.4883, -1.3186, 0.3237]],
  "forces_ev_per_a": [[1.01, -0.15, 0.30], [-0.01, 0.14, -0.01], [0.01, -0.05, 0.05], [0.01, 0.07, 0.00], [0.00, 0.02, 0.07], [-0.01, -0.01, -0.04], [0.01, -0.07, 0.03], [0.08, 0.08, -0.12], [0.00, 0.09, -0.18], [-0.07, -0.32, 0.06], [0.00, 0.06, 0.11], [-0.11, -0.85, -0.08], [0.02, 0.74, -0.23], [0.03, -0.39, -0.15], [0.07, 0.33, -0.23], [-0.01, 0.00, -0.22], [0.01, -0.04, 0.12], [0.03, -0.03, 0.09], [-0.21, 0.24, -0.07], [0.00, -0.12, -0.01], [-0.01, 0.00, 0.01], [0.00, 0.01, 0.01], [-0.01, 0.01, -0.01], [0.00, 0.01, -0.02], [0.04, 0.08, 0.00], [-0.03, 0.05, 0.02], [-0.02, -0.02, -0.03], [-0.01, -0.01, 0.04], [0.01, -0.02, 0.02], [0.04, 0.27, 0.13], [-0.23, 0.00, 0.06], [0.02, -0.22, 0.15], [0.18, -0.04, -0.35], [-0.02, -0.01, -0.05], [-0.04, 0.00, 0.01], [0.05, -0.02, 0.13], [-0.09, 0.08, -0.18], [0.33, -0.12, 0.31], [-0.06, 0.10, -0.03], [0.10, -0.01, 0.24], [0.01, -0.02, -0.01], [0.00, 0.01, -0.03], [-0.01, 0.02, -0.04], [0.61, -0.01, 0.01], [-0.89, 0.55, 0.08], [0.18, -0.50, 0.33], [0.16, -0.32, -0.29], [-1.08, 0.32, 0.03], [-0.08, 0.06, -0.05]],
  "lowdin_charge": [0.072, 0.038, -0.276, -0.033, -0.108, -0.105, -0.020, -0.064, -0.413, -0.095, 0.085, -0.115, -0.034, -0.253, -0.054, -0.086, -0.065, -0.127, 0.005, 0.066, 0.107, 0.092, 0.089, 0.118, 0.135, 0.113, 0.107, 0.105, 0.096, 0.110, -0.608, 0.104, 0.118, -0.131, -0.027, -0.056, -0.115, -0.057, -0.662, 0.657, 0.118, 0.099, 0.078, -0.309, -0.272, -0.258, -0.290, 0.202, -0.083]
}



{
  "formula": "C19H13F5LuO2",
  "method": "ωB97M-V with the def2-TZVPD basis set",
  "homo_lumo_gap_ev": 1.868,
  "e_lumo_ha": -0.55333,
  "e_homo_ev": -16.92,
  "charge": 3,
  "total_energy_ev": -71176.1740,
  "elements": ["O", "C", "C", "C", "C", "C", "C", "C", "C", "O", "C", "C", "C", "C", "C", "C", "F", "F", "C", "F", "F", "F", "C", "C", "C", "C", "H", "H", "H", "H", "H", "H", "H", "H", "H", "H", "H", "H", "H", "Lu"],
  "xyz": [[-3.4230, 2.4119, -0.7269], [-2.2781, 2.0990, -0.8700], [-1.0622, 3.0545, -0.5359], [-1.0340, 4.4735, -0.8510], [0.2867, 5.2429, -0.4824], [1.4468, 4.6064, 0.1399], [1.3701, 3.1738, 0.4545], [0.1357, 2.4420, 0.1123], [0.0173, 0.8867, 0.3928], [0.3928, 0.4351, 1.4336], [-0.6574, 0.0652, -0.7568], [-0.1476, -1.2859, -1.2236], [1.1141, -1.9035, -0.5971], [0.9735, -3.4267, -0.1653], [0.4120, -3.6331, 1.3037], [1.4331, -3.2734, 2.4331], [1.8411, -4.4653, 3.0248], [2.6106, -2.6797, 1.9570], [0.8773, -2.3526, 3.6007], [1.2457, -2.9254, 4.8001], [-0.4822, -2.2361, 3.6410], [1.4558, -1.0988, 3.6175], [-0.9466, -1.9207, -2.3463], [-2.1225, -1.3169, -2.9529], [-2.6116, 0.0034, -2.4927], [-1.8432, 0.6740, -1.3829], [-1.9583, 4.9540, -1.3507], [0.4090, 6.3753, -0.7243], [2.4029, 5.1361, 0.3777], [2.2072, 2.5781, 0.9098], [1.9114, -1.8742, -1.4132], [1.5355, -1.3102, 0.2549], [2.0213, -3.8522, -0.1570], [0.4210, -4.0267, -0.9398], [-0.5722, -3.1031, 1.3610], [0.2057, -4.7406, 1.3974], [-0.6172, -2.9028, -2.7694], [-2.6454, -1.8288, -3.7953], [-3.4982, 0.5173, -2.9325], [-0.8272, 7.0272, -1.7459]],
  "forces_ev_per_a": [[0.74, 0.32, -0.30], [0.67, -1.02, -0.31], [2.02, 1.08, 0.42], [2.52, 0.03, 1.04], [-1.08, -2.02, -0.31], [-1.44, -1.46, -0.28], [-2.42, 0.46, -1.10], [-0.27, 1.27, -0.71], [-0.28, 0.36, -0.70], [-0.04, 0.15, -0.71], [-1.53, 0.05, -1.58], [-1.04, 1.23, 0.21], [-0.53, 0.16, -0.56], [1.19, -0.67, 0.31], [-0.33, -0.19, -1.31], [0.63, -0.86, 0.14], [-0.59, 1.60, -0.91], [-1.63, -0.51, 0.29], [0.73, 0.18, 2.87], [-0.62, 0.84, -1.79], [1.62, 0.04, -0.67], [-1.15, -1.64, -0.65], [-0.96, 1.22, -0.18], [1.24, 0.94, 1.57], [2.04, -0.97, 1.28], [1.44, -0.91, 0.22], [0.95, -0.68, 0.71], [2.35, -2.34, 2.44], [-1.14, -0.22, -0.35], [-0.83, 0.98, -0.43], [-0.83, -0.15, 0.56], [-0.65, -0.39, -0.86], [-1.10, 0.54, -0.22], [0.28, 0.63, 0.97], [0.92, -0.35, 0.49], [0.20, 1.22, 0.06], [-0.20, 1.01, 0.59], [0.54, 0.45, 0.90], [0.82, -0.59, 0.39], [-2.23, 0.23, -1.53]],
  "lowdin_charge": [0.189, -0.266, -0.020, -0.075, -0.205, 0.026, 0.094, 0.025, -0.258, 0.187, 0.033, 0.007, -0.102, -0.131, -0.043, -0.332, 0.099, 0.074, -0.426, 0.138, 0.135, 0.113, 0.084, 0.029, 0.134, -0.006, 0.056, -0.105, 0.152, 0.161, 0.177, 0.114, 0.140, 0.123, 0.129, 0.157, 0.142, 0.141, 0.148, 1.965]
}



{
  "formula": "C19H13N2O3",
  "method": "ωB97M-V with the def2-TZVPD basis set",
  "homo_lumo_gap_ev": 4.719,
  "e_lumo_ha": 0.06688,
  "e_homo_ev": -2.90,
  "charge": -1,
  "total_energy_ev": -29036.7727,
  "elements": ["C", "C", "C", "C", "C", "N", "C", "C", "N", "C", "C", "C", "C", "C", "C", "C", "C", "H", "H", "H", "H", "H", "H", "H", "H", "H", "H", "H", "C", "C", "C", "O", "O", "C", "O", "H", "H"],
  "xyz": [[-4.7006, 0.2231, -0.8406], [-4.0340, -0.9366, -0.4897], [-2.6607, -0.9854, -0.5249], [-1.9155, 0.1411, -0.8925], [-0.4658, 0.1736, -0.8471], [0.1025, 1.3888, -0.7565], [1.3326, 1.6817, -1.1028], [1.8504, 2.9031, -0.8691], [2.2461, 3.9669, -0.5533], [0.3371, -1.0412, -0.9126], [-0.0770, -2.1147, -1.7094], [0.6803, -3.2556, -1.8142], [1.8725, -3.3650, -1.1256], [2.3059, -2.3164, -0.3366], [1.5564, -1.1680, -0.2301], [-2.6111, 1.3023, -1.2478], [-3.9845, 1.3395, -1.2313], [-5.7780, 0.2600, -0.8120], [-4.5952, -1.7963, -0.1654], [-2.1438, -1.8775, -0.2232], [1.9264, 0.9411, -1.6055], [-0.9821, -2.0149, -2.2813], [0.3616, -4.0533, -2.4614], [2.4663, -4.2614, -1.2086], [3.2453, -2.3940, 0.1849], [1.9063, -0.3571, 0.3852], [-2.0448, 2.1748, -1.5257], [-4.5041, 2.2411, -1.5178], [1.0634, 1.6577, 3.1108], [1.9062, 2.0532, 2.1698], [3.2079, 1.4551, 2.4609], [4.1853, 1.5860, 1.7614], [3.0999, 0.7307, 3.6108], [1.8116, 0.8203, 4.0473], [1.3252, 0.3095, 5.0295], [0.0142, 1.8917, 3.1927], [1.6936, 2.6961, 1.3318]],
  "forces_ev_per_a": [[-0.50, 0.02, -0.05], [-0.17, 0.00, -0.01], [0.17, 0.18, -0.01], [0.05, 0.11, 0.48], [1.09, 1.42, 0.27], [-1.84, -0.46, -0.09], [-0.22, -2.61, -0.47], [1.14, 4.07, 0.89], [-0.40, -1.40, -0.57], [0.07, -0.26, -0.49], [0.14, 0.31, 0.07], [0.15, -0.23, -0.03], [0.16, -0.35, -0.06], [0.11, -0.03, 0.07], [-0.39, -0.02, -0.02], [0.12, 0.06, -0.11], [-0.12, -0.01, 0.09], [-0.20, -0.03, 0.00], [-0.12, -0.24, 0.05], [0.08, -0.26, 0.11], [0.63, -0.22, -0.10], [-0.23, -0.01, -0.11], [-0.13, -0.26, -0.15], [0.11, -0.14, -0.03], [0.18, 0.00, 0.16], [0.05, 0.17, 0.07], [0.13, 0.09, -0.06], [-0.07, 0.15, -0.03], [-0.06, 0.41, -0.57], [-1.09, 0.42, -0.03], [1.06, 1.17, -2.45], [-0.61, -0.84, 1.69], [1.10, -0.92, 0.90], [-2.30, -0.23, 1.16], [1.56, 0.05, -0.68], [0.02, -0.14, 0.18], [0.33, 0.01, -0.04]],
  "lowdin_charge": [-0.133, -0.113, -0.059, -0.181, -0.238, 0.072, -0.269, -0.329, 0.086, -0.176, -0.056, -0.105, -0.121, -0.096, -0.042, -0.044, -0.111, 0.083, 0.090, 0.101, 0.100, 0.108, 0.092, 0.087, 0.097, 0.095, 0.098, 0.092, 0.060, 0.046, -0.434, 0.153, 0.151, -0.444, 0.134, 0.132, 0.076]
}